64
Properties=species:S:1:pos:R:3:forces:R:3 method="wB97M-V/def2-TZVPD" lumo_ev=2.14 relative_energy_kj_mol=175.40 gap_ev=7.10 e_tot_ev=-41607.240 charge=-1
H -4.793496 -0.658167 -5.774633 -0.1831 0.0830 -0.1004
H -4.334956 -0.826447 1.646367 0.1040 0.0500 -0.2849
H 2.767314 5.763453 -0.579173 0.1053 0.0883 -0.1591
O -4.549326 -0.659127 2.564137 0.0283 0.1303 0.1708
H -5.841616 6.651043 -0.276903 0.2843 -0.1610 -0.1051
H -2.588396 4.794973 -8.147593 0.0983 -0.1060 -0.1489
H 3.431164 -4.716517 -1.831373 -1.0174 0.1858 0.0781
H 4.242594 -4.869087 4.630887 -0.3130 -0.2709 0.1389
H -2.981626 4.779493 -6.685733 0.0032 -0.1024 0.3671
C 1.462214 -3.514847 -0.217913 -0.8662 0.6947 0.5784
H 1.403584 5.264283 -0.151373 -0.4039 -0.1165 -0.1086
O -2.631156 9.611633 -3.693773 0.1835 0.2486 -0.0197
H -1.335416 9.113573 1.783907 -0.1351 0.1223 -0.1741
C 2.012114 -5.936957 0.236667 1.2446 -2.2914 1.4714
O -4.076336 -1.015827 -5.251193 0.0015 -0.2988 -0.0476
H -3.559636 -0.250997 -4.997643 0.1954 0.2421 0.1884
C 3.693174 -4.878967 2.503597 -0.8014 -0.9802 1.7110
O -6.771276 3.900403 -4.469043 -0.2935 -0.0873 -0.2194
O -1.775456 3.010953 -0.948353 1.4146 -2.9723 2.4618
H 2.111994 -6.414017 -0.738283 0.1427 0.4966 -0.3489
H -6.741616 4.691453 -3.930903 0.0560 0.1855 0.1336
C 2.531114 -4.487667 0.233097 -0.8600 -0.2190 -0.3664
H -2.798926 8.821843 -3.179653 0.0267 -0.3251 0.1387
C 2.865804 -6.944427 1.194727 -0.5609 1.8325 0.9377
H 4.105274 -3.268267 4.042827 -0.0930 0.1037 -0.3037
H 0.979634 -6.185467 0.482277 -0.2392 1.0408 0.3785
H 2.811124 -2.233027 2.017107 -0.0122 0.2404 0.0408
H 1.742484 2.898773 2.530687 0.1175 0.2142 -0.1761
O -2.985486 5.335643 -7.464783 -0.0925 0.2179 -0.1708
H 1.828724 -2.488467 -0.200383 0.4522 -0.0614 -0.8257
H 4.351534 -5.263237 -0.557893 0.4344 0.2602 0.2403
H 2.226764 -7.815107 1.341857 0.2949 -0.2334 -0.1967
C 3.627084 -4.245897 3.982127 0.7345 -0.1460 -1.3076
O 2.333764 5.205813 0.066817 0.2053 -0.0350 0.2766
H -3.768426 3.198143 2.284657 0.0963 -0.2111 -0.1937
H 5.435514 -5.631447 1.246007 -0.6243 -0.0290 -0.1156
H 3.820594 -7.225707 0.750477 -0.1028 -0.0452 -0.1002
N -2.165266 3.707063 -1.845073 -0.4756 0.4049 -0.0348
C 3.651474 -4.462017 -0.794643 1.4686 -0.1867 0.0626
H 0.676794 -3.387387 0.527047 -0.2721 -0.7311 0.1758
O -4.052856 3.989563 2.741817 -0.2804 0.0649 0.2847
H -5.022366 -1.441847 2.846637 -0.1194 -0.1626 0.1001
N 2.857124 -4.059347 1.625517 -0.1035 -1.2567 0.2639
C 5.149694 -5.025787 2.105997 0.5423 0.3136 0.4039
H 2.607904 -4.148077 4.356027 0.0018 -0.2448 -0.1430
H -6.885256 6.604553 0.818787 -0.0395 -0.1509 0.1898
H 3.698604 -6.967597 3.280877 0.2459 0.2224 -0.0572
H 5.572234 -4.033167 1.950207 0.2550 -0.0692 0.2141
H -3.484426 9.846253 -4.058613 -0.1855 0.0383 -0.1065
H 5.583774 -5.532037 2.968197 0.5700 0.2661 0.0010
H -3.489936 4.682063 2.395707 0.1887 0.1626 -0.1678
H -0.276176 8.060293 2.029897 0.1733 -0.1942 -0.0956
O -2.440536 3.221213 -2.940563 -0.4386 -0.1663 -1.6812
H 0.982944 -3.790707 -1.157223 0.2873 0.1639 -0.1129
O 1.248574 2.240013 3.018897 0.1141 -0.1604 0.3043
O -2.301166 4.893853 -1.583393 -0.5914 2.7822 -0.7322
O 3.482294 -2.807777 1.641877 0.1058 0.8928 -0.6835
H -5.988146 3.410273 -4.218623 0.3105 -0.1037 0.1200
H 2.087244 -6.305367 3.063727 0.0255 0.4710 0.4003
C 3.100154 -6.299867 2.661137 -1.0661 -0.3699 -2.8244
H 4.161204 -3.499717 -0.842203 0.1252 -0.0347 0.2915
O -6.545706 7.163773 0.120067 -0.1817 0.2784 -0.0911
O -1.031206 8.484253 2.437847 -0.0479 0.0532 0.2720
H 0.572604 1.945713 2.408417 -0.2370 -0.0280 -0.1923

42
Properties=species:S:1:pos:R:3:forces:R:3 method="wB97M-V/def2-TZVPD" lumo_ev="-12.84 / -12.84" relative_energy_kj_mol=51.39 gap_ev="7.07 / 7.07" e_tot_ev=-61557.442 charge=+3
C 0.404463 -2.561393 -0.497792 0.5091 -1.0035 -0.5342
H -3.212833 0.129756 -0.102126 0.1019 -0.1623 -0.3080
N 0.949494 -3.592214 -0.672728 -1.1116 2.0258 0.3607
H -2.769032 -0.760167 -1.551389 0.0957 0.3125 0.6072
C -1.646473 -2.413246 2.864025 -0.2623 -0.4979 -0.7962
P 0.869360 0.007320 -2.122451 1.9396 1.0618 -1.5620
H 2.121583 3.821182 -0.112712 -0.2521 -0.0844 0.3557
C 1.004570 -1.337275 3.077031 0.4945 -0.1849 -0.4951
H 0.709981 1.226444 -4.183449 -0.0626 -0.1780 0.1774
H 1.716857 -0.570618 2.744132 -0.0735 -0.2626 0.1491
H -0.533426 2.909842 3.221045 0.2340 0.0812 -0.1791
C 1.731453 1.478285 -1.423015 -0.0185 0.1772 0.2910
P -0.465106 -1.325885 2.039812 0.2245 0.7150 2.1172
H -1.560424 -1.845986 -2.343787 -1.5091 0.0045 -1.5448
H -2.159208 0.347993 1.663083 0.9383 0.3336 1.2858
O -2.507061 -0.374846 -0.546309 0.7941 -0.4904 -0.6900
H 1.714799 2.292964 -2.164993 0.1284 -0.3070 0.1609
H -1.305796 -3.436183 2.654123 -0.2598 0.0604 0.2024
C -0.015739 0.704280 -3.546349 -0.8036 -0.1931 0.0669
H -1.379432 0.526817 3.323856 -0.2479 0.0009 -0.2593
H 2.518225 -0.576300 -3.797413 -0.1420 -0.0201 0.2787
C 1.104579 1.951719 -0.139774 0.2887 0.5592 -0.0821
H -0.781703 1.416347 -3.210256 0.1373 -0.1239 -0.1680
H 1.452977 -2.334840 2.964724 0.1013 0.2706 0.1938
Ti -0.515616 -0.683351 -0.270611 -1.7109 0.1786 0.9231
C -0.044351 2.678234 2.276367 -0.0576 -0.6724 -0.1371
H -2.903335 -2.018727 -3.193829 0.0977 -0.0015 -0.0043
N 0.220775 1.133679 0.471307 0.4198 -1.0390 -0.2649
H 2.784874 1.191103 -1.248782 -0.3662 0.2117 -0.0318
H 3.063134 -0.976123 -2.127063 -0.2068 -0.1018 -0.2087
H -1.649580 -2.236322 3.948870 0.1541 0.1102 -0.3026
C 1.418214 3.181185 0.426803 0.0733 -0.1007 -0.3220
H -0.505273 -0.101529 -4.110384 0.1653 0.3184 0.0327
C 2.212469 -0.979931 -2.822191 -0.0632 -0.6487 0.2794
H 0.722586 -1.164964 4.125080 -0.0268 -0.0711 -0.2823
C -1.181861 0.376321 2.255324 -0.9724 0.0472 -0.7822
H -2.656619 -2.273285 2.452947 0.2555 -0.1528 0.1652
O -2.344390 -1.352179 -2.750087 1.2355 -0.7372 1.1075
H 1.857528 -2.013124 -2.930231 0.2627 0.1767 -0.1498
H 1.025204 4.545433 2.048150 0.0012 -0.1687 -0.0221
C -0.287753 1.445940 1.684722 -0.4625 0.5692 0.4801
C 0.821886 3.563646 1.626319 -0.0434 -0.0129 -0.1079

17
Properties=species:S:1:pos:R:3:forces:R:3 method="wB97M-V/def2-TZVPD" lumo_ev=0.46 relative_energy_kj_mol=520.72 gap_ev=8.93 e_tot_ev=-8425.843
H 1.154893 -0.550939 -1.490006 0.0129 0.0583 0.0083
H 0.557598 -1.866223 1.035697 -0.0758 0.1642 -0.0034
C 0.816160 0.206302 0.425760 0.0259 -0.2236 -0.1197
C 0.087044 -0.902093 0.841352 0.2124 -0.0207 0.1884
H 0.261032 -0.757785 -1.542113 -0.0645 0.0561 0.0474
H -1.908176 -1.737177 0.651135 0.0924 0.1716 -0.0058
O -0.912018 2.063230 0.442913 -0.0255 -0.0556 0.2627
H -1.942910 -0.112721 1.398694 0.1345 -0.1624 -0.1431
C -1.028640 -0.188941 -0.635626 -0.3366 0.1265 -0.1424
C -1.401625 -0.770520 0.702285 -0.0014 0.0022 0.0067
H 2.542670 0.885180 -0.680422 -0.1349 -0.1396 0.0943
H -0.960474 1.777374 1.363407 -0.0137 0.1253 -0.1425
C 2.027861 0.035052 -0.235223 0.0247 0.0450 0.0124
H 2.659312 -0.823063 -0.004496 -0.1410 0.1258 -0.0060
H -1.690089 -0.305321 -1.493629 0.1745 0.0060 0.0883
C -0.230842 1.067753 -0.289180 0.1527 -0.1824 -0.2708
H 0.183293 1.563029 -1.170876 -0.0364 -0.0967 0.1252

50
Properties=species:S:1:pos:R:3:forces:R:3 method="wB97M-V/def2-TZVPD" lumo_ev=0.71 smiles="CCOc1ccc(N(CC(=O)NCc2ccccc2C)S(C)(=O)=O)cc1" relative_energy_kj_mol=135.82 gap_ev=9.37 e_tot_ev=-42098.138
O -1.981392 1.199153 1.649518 0.0808 0.0585 -0.1417
C -1.045782 0.830655 -1.005063 0.1610 0.5288 -0.4146
C 0.184793 1.405621 -1.300843 -0.1864 0.0081 -0.1452
C -1.382434 6.174370 -4.546141 -0.0242 -0.3855 0.2498
H -2.520229 -1.869245 -0.154878 0.0094 -0.0335 -0.1664
H -0.487036 -2.726948 3.485612 -0.0961 -0.0287 0.0742
H 0.766709 1.243274 1.544114 0.0640 0.1789 -0.0916
H 2.994647 -2.979191 -0.065309 0.0010 -0.0424 -0.1282
N -1.088216 -0.331188 -0.191786 -0.2179 0.3575 0.6931
C 3.839370 -1.973761 1.621897 0.0644 0.0761 -0.0192
H -0.726020 5.865293 -5.354749 0.0456 0.0075 -0.1036
C 1.761804 -3.204649 1.660985 0.0716 -0.0704 -0.0364
H 1.089832 0.935769 -0.948332 0.1037 -0.0724 0.0415
H -2.438548 4.290328 -4.458762 0.0351 0.0289 0.1330
H 0.539470 -3.169222 4.848816 -0.0417 -0.0124 0.0566
O -1.710687 -1.204262 2.083944 -0.0540 -0.1638 -0.1275
C 3.682848 -1.669169 2.962579 0.0638 0.0676 -0.0138
C -0.919773 3.153911 -2.540488 0.1328 -0.2346 0.1737
C 1.591369 -2.885776 3.012192 0.1720 -0.0063 -0.0063
C -1.650288 -1.556022 -0.739087 0.0273 -0.6696 0.0309
H -3.070274 3.008477 -2.599683 -0.0596 0.0626 -0.0445
H 2.450382 -1.882487 4.690483 -0.0274 0.0104 0.1174
H -0.913752 -2.705330 1.297338 0.0236 -0.1130 -0.1799
H -1.939310 -1.383982 -1.776971 0.0919 0.0142 0.1772
C -2.206022 1.420437 -1.481132 0.2226 -0.1036 0.0672
C -0.559730 -2.636823 -0.693037 -0.5681 0.1141 -0.1434
H -2.225131 6.721420 -4.958780 -0.0747 0.0694 -0.0503
C 0.247161 2.553297 -2.060468 -0.0891 0.2177 -0.1036
C 0.724996 -3.989668 0.896905 0.0538 -0.0302 -0.0966
H 4.426386 -1.079032 3.477441 0.0681 0.0482 0.0492
S -1.241581 -0.006668 1.429651 0.6709 0.3672 0.4542
H 1.193398 3.010486 -2.302479 0.1162 0.0476 -0.0330
C 0.380897 -3.316366 3.783153 -0.0421 -0.0087 -0.0311
H 1.146453 -4.361976 -0.039713 -0.0533 -0.0285 0.1743
H 0.151642 -4.366016 3.611707 -0.0690 -0.0879 0.0385
H -2.538763 5.261894 -2.963448 0.0499 -0.1046 -0.0764
H -3.162163 0.980180 -1.242767 -0.1201 -0.0239 0.0526
H 0.354059 -4.834594 1.483690 0.0726 0.0263 -0.1039
N -0.393088 -3.137211 0.541831 -0.0328 -0.3090 0.5128
O 0.075696 -2.975848 -1.669406 0.2136 0.0140 -0.3314
O -0.744900 4.280412 -3.271926 0.1851 -0.0396 0.0357
C 2.568481 -2.124292 3.643683 -0.0356 -0.0124 -0.0014
H 4.703496 -1.621811 1.078784 0.0820 0.0261 -0.0498
H 1.079779 -0.519430 1.539099 0.1172 -0.1770 -0.0611
C 0.467651 0.280397 1.934401 -0.8003 -0.1196 -0.2819
H 0.497434 0.282220 3.016657 -0.1098 0.0195 0.1845
C -2.149933 2.571611 -2.246450 -0.0652 0.2058 -0.1940
C -1.878803 4.954553 -3.786060 -0.2496 0.2519 -0.1842
H -0.825687 6.825664 -3.878263 0.0363 0.1008 0.0391
C 2.880784 -2.738456 0.981543 -0.0190 -0.0301 0.0056

13
Properties=species:S:1:pos:R:3:forces:R:3 method="wB97M-V/def2-TZVPD" lumo_ev=0.92 relative_energy_kj_mol=285.52 gap_ev=10.74 e_tot_ev=-9270.543
C 0.410483 -1.047824 -0.215623 -0.1494 -0.0457 0.1091
C -0.785858 -0.176499 -0.112500 0.0166 0.3671 -0.0885
C 1.184493 1.658805 1.331075 0.5829 1.1474 -0.5509
H -2.136255 0.459645 1.500771 -0.0297 0.0031 -0.1711
H 1.268746 0.014936 -1.741309 0.0480 -0.0149 0.0807
C -2.071755 0.166055 0.451926 -0.3507 -0.0991 0.2060
H 0.679026 -1.319823 0.813201 -0.0303 -0.0030 -0.1150
O 1.607874 2.561399 0.786911 -0.4878 -1.0026 0.6996
H 2.347911 -0.857030 -0.856116 -0.0943 0.0245 -0.0407
N -1.139252 0.985880 -0.422721 0.2208 -0.3906 -0.0353
H 0.137322 -1.986702 -0.728712 -0.0083 0.2020 0.0746
N 1.504427 -0.298464 -0.805842 0.0947 -0.1369 -0.2179
H -3.007160 -0.160377 -0.001066 0.1872 -0.0514 0.0494

15
Properties=species:S:1:pos:R:3:forces:R:3 method="wB97M-V/def2-TZVPD" lumo_ev=0.83 smiles=C#C[C@](C)(O)CO relative_energy_kj_mol=244.67 gap_ev=11.05 e_tot_ev=-9407.296
H -1.945911 0.855116 0.303499 0.2135 0.1419 0.0293
C -0.584908 -1.466623 0.635506 -0.0067 -0.3618 -0.0980
C -0.868834 1.040627 0.414868 -0.2130 -0.0966 0.2159
H 0.386887 2.344577 -0.276985 -0.3694 -0.0343 -0.0275
H -0.965783 -2.189929 -0.106728 0.0277 0.2042 0.5155
H -0.649712 1.155699 1.495835 0.0498 -0.2961 -0.4051
H -1.374933 -1.238612 1.374395 0.2593 -0.0931 -0.4437
H 3.502218 0.337120 -0.463964 -0.0539 0.0310 0.0686
C 1.276329 -0.016757 -0.210812 0.5927 0.2032 -0.0432
C -0.180561 -0.208972 -0.176488 -0.0685 0.2137 0.3868
H 0.250202 -1.945252 1.178899 -0.3014 0.4057 -0.3143
O -0.577559 2.222179 -0.283680 0.4121 0.0794 0.0535
C 2.454568 0.196731 -0.334303 -0.4010 -0.1767 0.0424
H -0.069074 -0.822398 -2.031191 0.1964 -0.1835 -0.1445
O -0.652926 -0.263506 -1.518852 -0.3378 -0.0370 0.1642